{"formula": "C21H39BIN6O5S2", "method": "the ωB97M-V functional and the def2-TZVPD basis", "species": ["C", "B", "O", "S", "O", "O", "N", "S", "O", "O", "I", "H", "H", "H", "H", "C", "C", "C", "C", "N", "H", "H", "H", "H", "H", "H", "H", "C", "C", "C", "C", "N", "H", "H", "H", "H", "H", "H", "H", "C", "C", "C", "C", "N", "H", "H", "H", "H", "H", "H", "H", "C", "C", "C", "C", "N", "H", "H", "H", "H", "H", "H", "H", "C", "C", "C", "C", "N", "H", "H", "H", "H", "H", "H", "H"], "xyz": [[0.897, 0.604, 3.992], [0.114, -0.214, 2.913], [-0.646, -1.325, 3.251], [0.099, 0.322, 1.088], [0.433, 1.742, 1.018], [-1.254, -0.006, 0.593], [1.119, -0.675, 0.290], [2.647, -0.610, 0.823], [2.901, -1.593, 1.873], [3.154, 0.726, 1.086], [3.938, -1.370, -1.114], [1.985, 0.460, 3.891], [0.587, 0.268, 5.003], [0.698, 1.683, 3.891], [-0.305, -2.143, 2.871], [-2.262, -5.027, -1.269], [-2.077, -3.713, -0.521], [-1.306, -2.669, -1.331], [0.033, -3.160, -1.655], [1.113, -3.532, -1.852], [-1.300, -5.490, -1.495], [-2.839, -5.731, -0.669], [-2.794, -4.871, -2.211], [-1.552, -3.897, 0.418], [-3.054, -3.305, -0.259], [-1.198, -1.740, -0.765], [-1.828, -2.444, -2.266], [7.147, 1.110, -1.718], [8.314, 0.672, -2.596], [7.985, -0.555, -3.456], [7.639, -1.713, -2.623], [7.325, -2.589, -1.930], [6.870, 0.332, -1.006], [7.404, 2.003, -1.149], [6.266, 1.343, -2.317], [9.183, 0.451, -1.971], [8.599, 1.491, -3.261], [8.833, -0.828, -4.086], [7.137, -0.341, -4.109], [-3.933, -0.993, 2.667], [-5.447, -0.906, 2.515], [-6.189, -2.178, 2.935], [-5.784, -3.340, 2.136], [-5.462, -4.257, 1.502], [-3.502, -1.768, 2.034], [-3.471, -0.051, 2.373], [-3.639, -1.203, 3.698], [-5.690, -0.685, 1.476], [-5.826, -0.076, 3.116], [-7.266, -2.049, 2.811], [-5.993, -2.404, 3.985], [-6.430, 1.751, -2.436], [-5.226, 1.052, -1.816], [-5.349, -0.475, -1.832], [-6.516, -0.929, -1.064], [-7.416, -1.271, -0.417], [-7.344, 1.536, -1.879], [-6.288, 2.832, -2.434], [-6.581, 1.433, -3.470], [-5.092, 1.391, -0.788], [-4.321, 1.327, -2.360], [-4.461, -0.931, -1.394], [-5.447, -0.845, -2.854], [2.627, 3.916, 0.656], [3.383, 5.163, 1.102], [4.002, 5.954, -0.057], [4.993, 5.172, -0.807], [5.775, 4.558, -1.403], [3.285, 3.197, 0.170], [2.177, 3.409, 1.504], [1.825, 4.171, -0.040], [4.171, 4.883, 1.806], [2.701, 5.830, 1.636], [4.504, 6.850, 0.314], [3.223, 6.271, -0.754]], "homo_lumo_gap_ev": 8.60, "total_charge": -1, "homo_ev": -6.17, "de_lowest_kj_mol": 26.51}